Below is a single C5H14N2 molecule in a non-equilibrium geometry, with properties calculated with ωB97M-V/def2-TZVPD.

Its SMILES is CC(C)CNCN. The molar mass comes out at 102.2 g mol⁻¹. The energy above the lowest of the compared OMol25 structures with the same formula, charge and spin comes out at 13.5 kcal/mol. For the orbital gap, the calculation gives 10.193 eV. Its total energy is -308.40159 Eh. The spin multiplicity is 1.

Each line ends with the Mulliken charge.
Geometry (Å):
N1 -2.9211 -0.6632 0.4390  -0.628
N2 -0.9270 0.1800 -0.6649  -0.227
C1 1.4711 -0.2834 -0.1747  0.586
C2 2.0684 0.9894 -0.8671  -1.373
C3 -2.2603 0.4861 -0.1665  -0.536
C4 0.0780 0.0136 0.3687  -0.791
C5 2.3968 -0.7727 0.9347  -1.489
H1 1.4570 -1.0416 -0.9638  0.227
H2 0.1928 0.8467 1.0767  0.269
H3 -2.4722 -0.8879 1.3183  0.259
H4 2.0716 1.7431 -0.0699  0.322
H5 -2.8533 0.7943 -1.0305  0.411
H6 1.9681 -1.7009 1.3315  0.394
H7 1.2585 1.3313 -1.5102  0.353
H8 3.3823 -1.0219 0.5427  0.409
H9 -0.5909 0.9004 -1.2932  0.181
H10 -2.2897 1.2808 0.5845  0.386
H11 2.5126 -0.0643 1.7531  0.315
H12 -2.8329 -1.4637 -0.1774  0.259
H13 3.0326 0.8566 -1.3277  0.392
H14 -0.1901 -0.8656 0.9656  0.280

***

Below is a molecular structure, C26H43Cl2N2PPtS in a non-equilibrium geometry, with properties calculated with ωB97M-V/def2-TZVPD.

The molar mass comes out at 712.7 g mol⁻¹. For the orbital gap (spin up / spin down), the calculation gives 5.961 / 5.714 eV. Its total energy is -2905.18591 Eh. The spin multiplicity is 5.

Each line ends with the Löwdin spin population.
Geometry (Å):
Pt1 -0.8061 0.1307 0.5407  1.240
Cl1 -2.5675 -0.0321 -1.0831  0.226
Cl2 1.4143 -0.8605 0.9548  0.319
S1 -2.1440 -1.0082 1.8962  0.138
P1 0.7013 -0.3062 -2.5000  0.520
N1 -0.5840 -1.8340 3.8180  0.018
N2 -0.5415 0.4605 3.5913  0.048
C1 4.6095 0.0055 -3.6835  0.008
C2 0.2767 1.7573 0.2583  0.618
C3 4.7957 1.5199 -3.5984  0.001
C4 0.5926 -2.1400 -2.7834  0.069
C5 2.4435 0.2868 -2.5146  0.058
C6 -1.5709 2.3111 -5.6173  0.000
C7 -1.0867 0.9025 -5.9646  0.008
C8 1.5041 -2.9095 -1.8032  0.003
C9 -0.3763 3.0330 0.3424  0.079
C10 0.1274 -4.9965 -2.2901  0.000
C11 -0.2886 5.4408 0.6015  -0.009
C12 0.3679 4.2228 0.5655  0.109
C13 0.0533 0.4443 -5.0586  0.026
C14 -0.4258 0.6107 -3.6358  0.058
C15 -0.9835 -0.7189 3.1714  0.054
C16 -0.8519 -2.6759 -2.6750  0.003
C17 3.1447 -0.4134 -3.6745  0.023
C18 -0.6895 2.0766 -3.2541  0.006
C19 -1.8537 2.5674 -4.1333  0.000
C20 -2.4216 4.3318 0.1816  -0.003
C21 1.5277 -4.3738 -2.2046  0.000
C22 -0.8442 -4.1357 -3.1067  0.000
C23 2.5264 1.8170 -2.5271  0.008
C24 4.0023 2.2098 -2.4847  0.000
C25 -1.6921 5.5060 0.3962  0.141
C26 -1.7940 3.1193 0.1735  0.118
H1 -2.3465 2.1844 0.0059  0.011
H2 -1.3974 0.0822 -3.4521  0.003
H3 -2.7577 2.0395 -3.8225  0.001
H4 2.0072 -4.4431 -3.1967  0.000
H5 -0.7994 3.0341 -5.9495  0.000
H6 5.8567 1.7384 -3.4805  0.000
H7 -2.0117 3.6328 -3.9521  0.000
H8 -1.8596 -4.5460 -3.0444  0.000
H9 -1.2336 -2.5583 -1.6351  0.000
H10 2.8224 -0.0617 -1.5258  0.005
H11 0.3212 -0.5980 -5.2678  0.002
H12 -0.9314 2.1684 -2.1891  0.004
H13 0.2014 2.6835 -3.4497  0.000
H14 1.9669 2.2447 -1.6829  0.007
H15 0.2031 -5.9891 -2.7395  0.000
H16 -2.4738 2.5291 -6.2011  0.000
H17 3.0595 -1.4992 -3.5732  0.001
H18 1.1326 -2.7771 -0.7638  0.001
H19 -2.1890 6.4714 0.4107  0.009
H20 -0.2687 -5.1256 -1.2851  0.000
H21 2.1538 -4.9366 -1.5028  0.000
H22 2.0706 2.1961 -3.4584  0.000
H23 -1.5362 -2.0980 -3.3165  0.001
H24 4.4032 1.9362 -1.5000  0.000
H25 1.4394 4.1296 0.7138  0.005
H26 -0.1501 0.5729 4.5233  0.003
H27 0.9497 1.0623 -5.1976  0.000
H28 0.9442 -2.2525 -3.8074  0.016
H29 5.1001 -0.4887 -2.8300  0.000
H30 -0.7761 -2.7032 3.3348  0.002
H31 -1.9080 0.1905 -5.8474  0.000
H32 5.0508 -0.3940 -4.6001  0.001
H33 1.3731 1.7390 0.3111  0.033
H34 -3.4980 4.3784 0.0200  -0.004
H35 2.5281 -2.5028 -1.8017  0.001
H36 4.0754 3.2985 -2.5864  0.000
H37 4.4790 1.9558 -4.5598  0.000
H38 0.2740 6.3476 0.7844  -0.004
H39 2.6461 -0.1268 -4.6109  0.001
H40 0.2628 -1.7916 4.3855  0.002
H41 -0.8129 1.3335 3.0932  0.007
H42 -0.5439 -4.1721 -4.1685  0.001
H43 -0.7327 0.8504 -6.9953  0.002

***

Below is a molecular structure, C2HBr2Cl2F in a non-equilibrium geometry, with properties calculated with ωB97M-V/def2-TZVPD.

The molar mass comes out at 274.7 g mol⁻¹. The energy above the lowest of the compared OMol25 structures with the same formula, charge and spin comes out at 85.0 kcal/mol. For the orbital gap (spin up / spin down), the calculation gives 8.849 / 6.704 eV. Its total energy is -6244.92870 Eh. The spin multiplicity is 1.

Each line ends with the Mulliken charge.
Geometry (Å):
Br1 -2.1838 1.1810 -0.0908  -0.014
Br2 -0.9502 -1.1110 1.6622  -0.067
Cl1 1.8002 -0.5998 0.9800  -0.052
Cl2 -1.7923 -1.6987 -1.0572  -0.098
F1 1.1835 1.7707 0.1443  -0.167
C1 -1.1555 -0.4179 -0.1506  -0.009
C2 1.5177 0.5127 -0.1989  0.021
H1 1.5804 0.3631 -1.2892  0.386